ORCA calculation (ωB97M-V/def2-TZVPD) on C42H30As2BrF4O6PPdS as an isolated structure.

Values from the calculation:
Strongest force on any atom   1.3 eV/A
Charge   0
HOMO level (spin up / spin down)   -7.87 / -9.00 eV
Relative energy (zero: lowest compared OMol25 entry of this formula, charge and spin)   17.1 kcal per mole
Kohn-Sham gap (spin up / spin down)   8.02 / 7.39 eV
Multiplicity   3
E_tot   -282517.9481 eV

Atoms and positions in Å:
Pd1 -0.272 -0.621 0.871
O1 0.809 -1.987 -3.374
As1 0.676 -0.926 -1.970
O2 -0.936 -1.153 -1.415
O3 1.733 -1.481 -0.838
C1 0.684 0.739 -2.955
C2 0.888 0.647 -4.328
C3 0.728 1.768 -5.132
C4 0.357 2.980 -4.582
C5 0.169 3.094 -3.212
C6 0.331 1.982 -2.403
S1 0.131 2.213 -0.654
O4 0.562 3.544 -0.313
O5 0.973 1.106 -0.127
O6 -1.278 1.978 -0.341
H1 1.005 -2.867 -3.027
H2 1.160 -0.301 -4.764
H3 0.895 1.686 -6.199
H4 0.230 3.848 -5.217
H5 -0.082 4.042 -2.756
F1 -4.876 -5.841 -0.665
C7 -4.378 -4.615 -0.549
C8 -5.047 -3.536 -1.076
F2 -6.204 -3.720 -1.707
C9 -4.522 -2.261 -0.946
F3 -5.284 -1.303 -1.486
C10 -3.319 -1.995 -0.297
P1 -2.556 -0.291 -0.238
C11 -3.588 0.532 1.057
C12 -4.977 0.405 1.136
C13 -5.683 1.022 2.159
C14 -5.020 1.790 3.108
C15 -3.646 1.951 3.021
C16 -2.942 1.328 1.999
C17 -3.149 0.482 -1.784
C18 -2.999 -0.152 -3.015
C19 -3.421 0.473 -4.178
C20 -3.982 1.743 -4.127
C21 -4.124 2.382 -2.903
C22 -3.705 1.756 -1.737
C23 -2.680 -3.120 0.233
Br1 -1.067 -3.046 1.208
C24 -3.188 -4.398 0.116
F4 -2.558 -5.452 0.636
H6 -5.523 -0.165 0.400
H7 -6.759 0.906 2.207
H8 -5.578 2.273 3.901
H9 -3.112 2.562 3.739
H10 -1.877 1.494 1.909
H11 -2.544 -1.131 -3.069
H12 -3.303 -0.033 -5.128
H13 -4.300 2.235 -5.037
H14 -4.551 3.375 -2.853
H15 -3.798 2.274 -0.793
C25 -0.236 4.116 5.029
C26 0.058 3.953 3.682
C27 0.182 2.677 3.148
C28 0.011 1.568 3.971
C29 -0.292 1.727 5.318
C30 -0.412 3.005 5.846
As2 0.225 -0.174 3.200
C31 -0.705 -1.326 4.437
C32 -2.088 -1.434 4.306
C33 -2.802 -2.296 5.124
C34 -2.134 -3.069 6.066
C35 -0.756 -2.971 6.193
C36 -0.038 -2.102 5.378
C37 2.103 -0.550 3.474
C38 2.810 -1.157 2.439
C39 4.164 -1.430 2.596
C40 4.810 -1.095 3.776
C41 4.108 -0.472 4.802
C42 2.759 -0.194 4.649
H16 -0.335 5.110 5.446
H17 0.190 4.812 3.036
H18 0.415 2.565 2.097
H19 -0.455 0.861 5.949
H20 -0.648 3.132 6.895
H21 -2.615 -0.840 3.568
H22 -3.877 -2.370 5.018
H23 -2.688 -3.753 6.697
H24 -0.233 -3.573 6.924
H25 1.038 -2.043 5.477
H26 2.333 -1.393 1.493
H27 4.710 -1.892 1.784
H28 5.866 -1.303 3.894
H29 4.616 -0.193 5.717
H30 2.224 0.318 5.440